A cluster of 10 separate species, C34H79F3N9O10S in total, computed with ωB97M-V/def2-TZVPD.

The geometry in XYZ format:
```
136
Properties=species:S:1:pos:R:3:forces:R:3:lowdin_charge:R:1
C -4.8377 -26.8097 -2.0359 -2.2 1.3 -2.8 -0.533
F -3.9508 -25.9254 -2.6069 -0.6 -1.2 1.0 0.071
F -4.1951 -27.8497 -1.5100 -0.2 1.4 0.7 0.110
F -5.5960 -26.0257 -1.1934 1.3 -1.2 0.7 0.054
S -6.1354 -27.4835 -3.3795 -0.1 -3.4 -0.5 0.550
O -6.0027 -28.9446 -3.2733 -0.4 2.7 0.9 -0.282
O -7.4909 -26.9423 -3.0675 1.5 -0.1 0.4 -0.385
O -5.6209 -26.9793 -4.6291 0.4 1.3 0.2 -0.321
C -0.1235 -23.1586 -6.1976 0.8 2.5 -0.3 -0.076
C -1.0638 -22.5336 -7.3057 -1.4 -3.7 0.8 -0.182
N -2.3158 -23.3700 -7.2583 0.1 1.7 -0.5 -0.213
C -3.1145 -23.1529 -6.0374 0.2 -1.7 -0.9 -0.260
C -4.5225 -23.7444 -6.1702 0.8 0.9 0.2 -0.086
C -2.3097 -24.7455 -7.7661 -1.5 0.6 -1.3 -0.243
C -1.6615 -24.8826 -9.1615 1.3 0.2 0.2 -0.085
H 0.3323 -24.1323 -6.3771 -0.1 0.2 -0.7 0.066
H -0.4601 -23.2050 -5.1619 -1.0 0.0 -0.3 0.057
H 0.6357 -22.3854 -6.0799 0.9 -0.3 -0.1 0.051
H -1.3519 -21.4823 -7.3067 0.2 0.0 1.0 0.103
H -0.6985 -22.6526 -8.3258 0.6 -0.3 0.2 0.084
H -2.6687 -23.6488 -5.1751 0.4 0.4 0.5 0.090
H -3.2645 -22.0810 -5.9088 0.4 0.0 0.3 0.115
H -5.0016 -23.4044 -5.2521 -0.7 0.0 -0.3 0.069
H -4.8218 -23.2233 -7.0795 -1.1 -0.4 0.0 0.081
H -4.6231 -24.8293 -6.2038 0.2 0.1 -0.2 0.056
H -3.3642 -24.8518 -8.0206 -0.2 -0.6 0.3 0.096
H -2.1247 -25.5202 -7.0221 0.8 0.0 -0.1 0.073
H -2.1154 -24.1847 -9.8651 0.1 0.4 0.3 0.075
H -1.6257 -25.8105 -9.7323 -0.9 -0.7 0.8 0.066
H -0.5847 -24.7240 -9.1021 0.2 0.7 0.0 0.055
C -1.9056 -26.4884 1.4018 0.9 1.6 -0.1 -0.064
C -1.5772 -24.9508 1.5380 0.4 -0.8 -0.2 -0.247
N -0.3928 -24.6651 2.3889 0.4 1.6 0.4 -0.178
C 0.0607 -23.2165 2.2954 -1.2 -0.8 -1.2 -0.228
C -0.9386 -22.1860 2.7911 -0.6 0.4 1.3 -0.107
C -0.7087 -25.0231 3.7740 1.8 -1.0 0.8 -0.250
C 0.3552 -24.5721 4.9055 -1.2 -0.1 -1.8 -0.065
H -2.5623 -26.6767 0.5524 -0.4 0.2 0.3 0.052
H -2.2878 -26.9015 2.3353 0.1 -0.3 -0.3 0.061
H -0.9586 -26.9074 1.0618 0.1 -0.5 0.5 0.074
H -1.3581 -24.6382 0.5171 0.0 0.4 0.1 0.101
H -2.4247 -24.3836 1.9230 -0.4 0.0 -0.1 0.091
H 1.0649 -23.0618 2.6901 -0.2 -0.3 0.3 0.102
H 0.1414 -22.9988 1.2304 0.2 -0.3 -0.2 0.104
H -1.1165 -22.1876 3.8665 0.4 -0.3 0.4 0.057
H -0.6427 -21.1528 2.6095 0.1 -0.1 -0.5 0.071
H -1.9609 -22.3333 2.4429 0.2 0.0 -0.7 0.060
H -0.6506 -26.1112 3.7480 -0.1 -0.2 0.4 0.092
H -1.7465 -24.8193 4.0377 -0.2 0.6 0.3 0.104
H 1.3404 -24.9903 4.6996 -0.1 -0.2 -0.1 0.064
H 0.0180 -24.9143 5.8839 0.0 0.1 -0.1 0.060
H 0.4845 -23.4902 4.8766 -0.2 0.0 0.3 0.041
C -3.2904 -20.8020 -1.3319 -1.4 -0.3 0.4 -0.006
C -3.4647 -22.3414 -1.1225 1.2 1.6 1.1 -0.535
O -2.5287 -23.0428 -1.4290 0.1 -1.2 -0.4 0.022
N -4.5828 -22.7911 -0.4714 0.2 0.2 0.2 0.013
C -5.6178 -21.9394 0.1595 1.6 -0.6 -0.5 -0.057
H -3.3151 -20.2273 -0.4060 -0.5 -0.3 0.3 0.063
H -4.1800 -20.5423 -1.9056 0.1 0.7 -0.2 0.071
H -2.3883 -20.3987 -1.7920 0.0 -1.1 -0.5 0.075
H -4.6256 -23.7822 -0.2817 0.2 0.0 -0.3 0.115
H -6.1263 -21.5171 -0.7072 -0.9 0.3 0.9 0.084
H -5.1157 -21.2245 0.8114 -0.1 0.5 -0.4 0.070
H -6.1627 -22.5416 0.8865 -0.6 -0.1 -0.8 0.088
C -7.4918 -28.6240 -8.9382 0.8 0.7 0.4 0.002
C -6.6079 -28.3220 -7.7048 0.5 -4.4 0.3 -0.557
O -5.9900 -29.2392 -7.1505 -0.5 0.5 -1.2 0.035
N -6.4019 -27.0977 -7.2876 -0.8 1.8 0.2 0.018
C -7.3292 -26.0077 -7.4421 1.0 1.4 -0.5 -0.090
H -7.1963 -29.5706 -9.3908 0.1 0.0 0.4 0.075
H -7.2047 -27.8281 -9.6253 -0.6 0.1 -0.5 0.067
H -8.5650 -28.6471 -8.7492 0.1 0.2 0.1 0.059
H -5.7840 -27.0628 -6.4894 -0.2 -0.1 0.4 0.085
H -6.7897 -25.3114 -8.0842 -0.5 0.6 -0.3 0.068
H -7.4647 -25.4529 -6.5138 -0.1 -0.4 0.3 0.072
H -8.3043 -26.1889 -7.8943 0.2 -0.6 0.1 0.079
C -2.2267 -28.3733 -6.5104 1.3 0.7 -1.5 -0.011
C -2.7950 -28.5535 -5.1658 -2.6 -2.8 -0.3 -0.547
O -3.6648 -29.4399 -5.0646 1.8 1.6 0.8 0.044
N -2.3351 -27.8201 -4.1269 1.0 0.9 -0.3 0.038
C -1.5625 -26.5489 -4.2706 -1.0 -0.9 0.6 -0.059
H -2.4579 -27.4180 -6.9817 -0.4 0.1 0.1 0.054
H -2.5369 -29.1589 -7.1994 -0.3 0.0 0.4 0.093
H -1.1367 -28.3753 -6.5083 0.3 -0.1 0.2 0.078
H -2.8169 -27.9976 -3.2571 0.1 0.1 -0.2 0.100
H -0.5397 -26.6518 -4.6331 0.1 -0.5 0.1 0.075
H -1.5645 -26.1564 -3.2537 0.3 0.4 -0.3 0.076
H -2.0458 -25.8410 -4.9440 -0.3 0.0 0.2 0.050
C -7.4075 -23.7677 -2.9082 0.3 -1.3 0.0 -0.009
C -8.6307 -23.8480 -2.0548 -2.6 2.9 -0.2 -0.533
O -9.0768 -22.7707 -1.5785 0.6 -1.7 0.1 -0.040
N -9.3811 -24.9673 -2.1181 -0.7 -0.3 0.3 0.031
C -10.8394 -25.1736 -1.7632 2.1 1.0 0.6 -0.030
H -6.5549 -24.1925 -2.3784 0.3 0.5 0.0 0.061
H -7.3039 -22.7358 -3.2436 0.3 -0.2 0.2 0.088
H -7.5335 -24.4670 -3.7348 0.1 0.2 -0.3 0.066
H -8.8916 -25.7541 -2.5199 -0.1 -0.3 0.0 0.068
H -11.4142 -25.2274 -2.6878 -0.1 -0.7 0.2 0.062
H -11.2584 -24.3522 -1.1821 0.5 0.4 -0.2 0.069
H -10.8358 -25.9888 -1.0397 -0.5 -0.5 -0.7 0.073
C -7.5895 -32.7118 -0.6980 0.6 -2.1 -0.2 -0.024
C -7.9088 -31.4242 -1.3764 -0.7 -1.1 -2.5 -0.583
O -8.0176 -31.2956 -2.5942 0.2 -0.3 1.6 0.068
N -8.1895 -30.4713 -0.4949 -0.4 1.0 0.1 0.001
C -8.7687 -29.2183 -0.9292 0.0 1.0 1.1 -0.067
H -8.3743 -33.1626 -0.0906 -0.4 0.7 0.4 0.072
H -6.6906 -32.6904 -0.0819 0.1 0.2 0.0 0.070
H -7.4739 -33.5137 -1.4271 0.5 0.3 -0.3 0.085
H -8.3224 -30.8009 0.4505 0.0 0.5 -0.1 0.131
H -8.1920 -28.4570 -0.4039 -0.2 0.5 -0.2 0.076
H -9.8067 -29.1339 -0.6074 -0.2 -0.1 0.1 0.073
H -8.7509 -28.9632 -1.9888 0.6 -0.8 0.0 0.073
C -10.8802 -29.4341 -6.2633 -0.2 0.6 0.1 -0.008
C -9.5556 -28.9453 -5.6082 0.2 -1.4 0.8 -0.532
O -8.6385 -29.6985 -5.3739 -0.3 -0.8 -0.5 0.078
N -9.4216 -27.6695 -5.1984 -1.2 0.7 -1.0 0.034
C -10.4510 -26.7132 -5.4479 0.0 1.3 0.2 -0.111
H -10.8433 -29.2082 -7.3290 0.1 -0.5 -0.2 0.066
H -11.8115 -28.9610 -5.9521 0.2 0.6 0.4 0.055
H -11.1108 -30.4769 -6.0455 0.9 -0.1 -0.3 0.077
H -8.6904 -27.5131 -4.5194 0.3 0.2 0.0 0.090
H -10.0792 -25.7186 -5.6939 0.6 0.1 0.2 0.071
H -11.0710 -26.5586 -4.5648 -0.5 -0.1 -0.1 0.064
H -11.0413 -26.9136 -6.3420 -0.1 -0.6 0.3 0.077
C -4.3664 -30.5664 -0.3938 0.4 -0.3 1.5 -0.012
C -4.0994 -31.6750 -1.3721 -2.6 2.6 -1.9 -0.598
O -4.7856 -31.6261 -2.3725 -0.2 -1.1 -0.5 0.070
N -3.0887 -32.5094 -1.2482 2.9 -1.3 2.8 0.045
C -2.2619 -32.4678 0.0127 0.0 0.2 -0.6 -0.075
H -3.5985 -29.8047 -0.5291 0.0 0.0 0.2 0.074
H -4.3294 -30.9475 0.6268 0.3 0.2 0.3 0.066
H -5.3504 -30.1081 -0.4930 0.2 -0.3 -0.7 0.075
H -2.9352 -33.1813 -1.9865 0.0 0.2 0.2 0.142
H -1.8710 -31.4666 0.1945 -0.3 0.2 -0.2 0.071
H -1.3475 -33.0607 0.0344 -0.3 -0.5 -0.7 0.070
H -2.8020 -32.7380 0.9200 -0.4 -0.2 -0.2 0.069
```
Forces are in eV/Å.

Calculated total energy   -89412.3640 eV
Orbital gap   7.8 eV
Net charge   -1